Entry 1:
37
Properties=species:S:1:pos:R:3:lowdin_charge:R:1 method="wB97M-V/def2-TZVPD" s2=2.012 multiplicity=3 lumo_ev="-3.755 / -3.700" total_charge=+1
V 0.98 -0.06 -0.88 0.8255
N 3.16 0.27 -0.82 -0.0009
N 3.48 0.06 0.54 0.0335
C 2.44 0.04 1.46 -0.6522
O 2.66 -0.07 2.64 0.1090
O 1.22 0.07 0.91 -0.1627
H 3.75 -0.32 -1.40 0.1188
H 3.29 1.24 -1.09 0.1226
H 4.39 0.35 0.87 0.1580
Cl 0.74 4.68 -1.55 0.7616
C -0.56 3.58 -1.36 -0.5711
C -1.89 4.07 -1.27 -0.0913
C -2.95 3.22 -1.17 -0.5918
Cl -4.55 3.85 -1.09 0.7460
C -2.74 1.82 -1.13 -0.1544
C -3.75 0.84 -1.09 0.0221
C -3.41 -0.49 -1.10 -0.0164
C -2.06 -0.85 -1.09 -0.1020
N -1.08 0.04 -1.08 0.0126
C -1.42 1.37 -1.16 -0.1324
C -0.32 2.24 -1.33 -0.3275
O 0.90 1.65 -1.45 -0.2133
H -2.05 5.14 -1.30 0.1186
H -4.79 1.14 -1.07 0.1087
H -4.17 -1.26 -1.10 0.1198
H -1.77 -1.89 -1.11 0.0962
C 0.17 -2.76 2.84 -0.0227
N 0.13 -2.69 1.38 -0.0046
C 1.21 -2.77 0.62 -0.7993
N 2.36 -3.09 1.18 0.1654
S 1.16 -2.47 -1.11 0.6829
H -0.84 -2.69 3.21 0.1009
H 0.76 -1.94 3.25 0.0925
H 0.59 -3.71 3.16 0.0991
H -0.71 -2.37 0.93 0.1146
H 2.48 -3.13 2.18 0.1190
H 3.18 -3.11 0.60 0.1152

---

Entry 2:
35
Properties=species:S:1:pos:R:3:lowdin_charge:R:1 method="wB97M-V/def2-TZVPD" relative_energy_ev=0.0000 lumo_ev=2.964 total_charge=-1
C 2.11 0.60 0.10 -0.1162
N 0.83 0.40 0.77 -0.3440
C 1.02 -0.02 2.15 -0.1080
N 0.12 1.64 0.74 -0.1049
C -1.26 1.51 1.18 -0.1156
H 2.67 -0.34 0.15 0.0865
H 1.93 0.86 -0.95 0.0618
H 2.70 1.40 0.57 0.0763
H 1.65 -0.91 2.14 0.0834
H 1.54 0.76 2.74 0.0794
H 0.07 -0.25 2.62 0.0611
H 0.15 1.95 -0.24 0.1019
H -1.63 2.53 1.35 0.0740
H -1.90 1.04 0.41 0.0722
H -1.31 0.94 2.11 0.0589
O -0.25 -0.34 -6.47 0.0962
C -1.00 -0.97 -5.85 -0.1772
Co -2.12 -1.94 -4.92 0.0074
C -3.34 -0.69 -4.61 -0.1756
O -4.14 0.13 -4.49 0.0888
C -2.66 -2.84 -6.32 -0.2096
O -3.01 -3.41 -7.26 0.0765
C -0.85 -2.42 -3.51 -0.2579
C -0.87 -1.73 -2.31 -0.3858
C -0.28 -0.82 -1.50 -0.0338
Co -2.32 -2.74 -2.53 0.0200
C -3.48 -1.57 -1.86 -0.1388
O -4.26 -0.83 -1.43 0.1125
C -2.23 -3.84 -1.13 -0.1157
O -2.17 -4.53 -0.21 0.0975
C -3.44 -3.64 -3.67 -0.1807
O -4.23 -4.41 -4.04 0.0778
H -0.02 -3.06 -3.81 0.0694
H -0.57 -0.79 -0.45 0.0305
H 0.45 -0.12 -1.90 0.0317

---

Entry 3:
35
Properties=species:S:1:pos:R:3:lowdin_charge:R:1 method="wB97M-V/def2-TZVPD" relative_energy_ev=0.0000 lumo_ev=2.436 total_charge=-1 smiles="CCOC(=O)[C@@H](C(=O)N=[S@](=O)([O-])c1ccc(C)cc1)[N+](=O)[O-]"
C -2.18 0.58 3.38 -0.0902
C -1.02 1.53 3.33 -0.2334
O 0.22 0.80 3.05 -0.0291
C 1.32 1.60 2.78 -0.4413
C 2.47 0.72 2.30 -0.0714
N 3.57 0.89 3.24 -0.3432
O 4.36 -0.10 3.43 -0.0223
O 3.74 2.01 3.79 0.0341
O 1.44 2.81 2.93 0.1009
H -3.03 1.26 3.48 0.0683
H -2.36 0.01 2.46 0.0808
H -2.19 -0.06 4.27 0.0746
H -1.17 2.22 2.50 0.1220
H -0.95 2.10 4.26 0.1249
H 2.23 -0.39 2.35 0.1471
C -2.73 -3.00 -3.68 -0.0660
C -1.73 -2.01 -3.17 -0.2851
C -0.38 -2.19 -3.46 -0.0486
C 0.57 -1.30 -2.98 -0.0427
C 0.15 -0.23 -2.19 -0.2804
S 1.34 0.99 -1.68 0.7085
N 1.71 0.78 0.12 -0.0094
C 2.86 1.14 0.50 -0.5074
O 4.00 1.57 0.45 0.0585
O 2.56 0.66 -2.40 -0.3399
O 0.75 2.28 -1.79 -0.3140
C -1.20 0.05 -2.01 -0.0537
C -2.15 -0.85 -2.49 -0.0353
H -3.75 -2.69 -3.42 0.0696
H -2.64 -3.03 -4.78 0.0841
H -2.57 -4.03 -3.32 0.0842
H -0.08 -3.03 -4.11 0.1204
H 1.61 -1.42 -3.23 0.1092
H -1.52 0.97 -1.53 0.1153
H -3.23 -0.65 -2.38 0.1111

---

Entry 4:
38
Properties=species:S:1:pos:R:3:lowdin_charge:R:1 method="wB97M-V/def2-TZVPD" s2=2.039 relative_energy_ev=0.9921 multiplicity=3 lumo_ev="-2.041 / -1.702"
Re -0.22 0.15 -2.04 0.8668
S 2.32 -3.56 -3.95 -0.2606
Sb 2.75 -1.62 -2.97 0.3968
S 0.85 -0.07 -3.95 0.0345
S 0.92 -1.54 -1.13 0.0586
C 0.91 -0.86 4.90 -0.0466
C 1.21 -0.21 3.58 -0.2615
C 2.24 -0.67 2.77 -0.0273
C 2.52 -0.07 1.55 -0.0808
C 1.76 1.01 1.14 -0.3126
C 0.73 1.50 1.94 -0.0391
C 0.46 0.88 3.14 -0.0255
S 2.13 1.78 -0.39 0.5797
O 2.37 3.17 -0.13 -0.2758
O 3.10 0.98 -1.06 -0.3854
N 0.73 1.72 -1.30 -0.3943
C -0.20 2.86 -1.14 -0.1636
C -1.50 2.33 -0.59 -0.6035
O -2.33 2.98 -0.02 0.1167
O -1.66 1.02 -0.88 -0.2504
H 1.49 -1.77 5.04 0.0751
H -0.15 -1.12 4.98 0.0819
H 1.15 -0.19 5.73 0.0857
H 2.83 -1.52 3.09 0.1159
H 3.31 -0.44 0.91 0.1093
H 0.15 2.37 1.64 0.1165
H -0.35 1.26 3.77 0.1207
H -0.43 3.30 -2.12 0.1337
H 0.20 3.65 -0.52 0.1162
N -2.71 -1.50 -1.36 0.0195
C -3.71 -2.26 -1.81 -0.0576
C -3.54 -2.42 -3.17 -0.0336
C -2.39 -1.69 -3.47 -0.1082
N -1.89 -1.15 -2.37 -0.1971
H -2.54 -1.13 -0.44 0.1550
H -4.47 -2.63 -1.13 0.1290
H -4.16 -2.98 -3.84 0.1056
H -1.88 -1.56 -4.41 0.1061

---

Entry 5:
36
Properties=species:S:1:pos:R:3:lowdin_charge:R:1 method="wB97M-V/def2-TZVPD" relative_energy_ev=1.5964 lumo_ev="4.930 / 4.930" total_charge=-2
Pd -0.04 0.03 0.00 0.8585
O 0.66 1.92 0.00 -0.1173
C 0.32 3.09 0.00 -0.1783
C -1.10 3.47 0.01 -0.1220
C -1.47 4.80 0.01 0.0264
C -2.83 5.11 0.02 -0.2001
C -3.80 4.10 0.02 -0.0282
C -3.41 2.78 0.02 -0.0013
C -2.05 2.39 0.01 -0.3418
O -1.68 1.18 0.01 -0.1388
N -3.24 6.49 0.02 -0.3922
O -2.37 7.36 0.01 -0.0052
O -4.45 6.75 0.02 -0.0081
H 1.06 3.92 0.00 0.1160
H -0.71 5.57 0.01 0.1122
H -4.86 4.33 0.02 0.1016
H -4.17 2.00 0.02 0.1082
C 3.32 -0.01 -0.01 -0.4407
O 1.99 0.01 -0.01 -0.5929
H 3.83 0.99 -0.03 0.0296
H 3.82 -0.52 -0.87 0.0329
H 3.82 -0.50 0.86 0.0328
C -1.54 -3.02 -2.36 -0.0794
N -1.77 -3.20 -0.96 -0.1621
C -2.92 -3.72 -0.40 -0.1297
C -2.78 -3.76 0.93 -0.1616
N -1.52 -3.26 1.25 0.0245
C -0.85 -2.89 0.07 -0.8317
S 0.71 -2.26 0.00 0.5956
H -2.41 -3.34 -2.93 0.0708
H -0.66 -3.59 -2.67 0.0713
H -1.35 -1.96 -2.55 0.0789
H -3.76 -4.03 -1.00 0.0892
H -3.47 -4.10 1.69 0.0801
H -1.13 -3.17 2.16 0.1186
O -1.36 -0.99 0.02 -0.6156

---

Entry 6:
27
Properties=species:S:1:pos:R:3:lowdin_charge:R:1 method="wB97M-V/def2-TZVPD" relative_energy_ev=3.1037 lumo_ev=0.320
C -2.81 0.55 -1.12 -0.0845
C -2.25 1.09 -2.28 -0.0959
C -1.99 0.07 -0.08 -0.0205
C -0.89 1.20 -2.47 -0.0566
C -0.62 0.07 -0.34 -0.1356
C -0.08 0.72 -1.49 -0.2059
C 0.39 -0.35 0.65 0.0792
C 2.05 0.19 -0.68 -0.6505
C 0.56 -0.83 1.89 -0.3118
C 1.80 -1.14 2.56 -0.0695
C -0.75 -1.11 2.62 -0.0508
C 1.80 1.47 -2.79 -0.0165
N 1.30 0.87 -1.52 -0.1646
S 3.65 -0.03 -0.51 0.6205
H -3.90 0.57 -1.00 0.1038
H -2.91 1.56 -3.06 0.1204
H -2.36 -0.34 0.90 0.1020
H -0.52 1.89 -3.30 0.1361
H 2.22 -2.05 2.27 0.0789
H 2.62 -0.47 2.51 0.0657
H 1.55 -1.20 3.60 0.0768
H -1.41 -1.71 2.00 0.0793
H -0.63 -1.57 3.56 0.0581
H -1.20 -0.14 2.86 0.0960
H 1.75 2.60 -2.65 0.1258
H 2.85 1.08 -2.91 0.0784
H 1.12 1.09 -3.47 0.0418

---

Entry 7:
30
Properties=species:S:1:pos:R:3:lowdin_charge:R:1 method="wB97M-V/def2-TZVPD" lumo_ev=0.461 smiles="C#C[C@@](Cc1cccc(C)c1)(OC(=O)S)[PH2]=O"
C -3.63 -0.77 1.39 0.1598
C -2.46 -1.03 1.37 -0.1334
C -1.04 -1.38 1.30 -0.5361
C -0.56 -1.22 -0.16 -0.1145
C -0.25 0.18 -0.64 -0.2226
C -1.08 1.27 -0.40 -0.0328
C -0.71 2.52 -0.86 -0.0639
C 0.48 2.70 -1.56 -0.0449
C 1.30 1.62 -1.81 -0.2799
C 2.61 1.79 -2.56 -0.0438
C 0.92 0.37 -1.36 -0.0292
O -0.37 -0.57 2.26 -0.0419
C 0.98 -0.61 2.23 -0.8219
O 1.63 -1.59 2.32 0.0933
S 1.74 1.04 2.15 0.8562
P -0.99 -3.21 1.77 0.7706
O -0.68 -3.47 3.19 -0.3985
H -4.68 -0.65 1.33 0.0421
H 0.32 -1.84 -0.33 0.1008
H -1.36 -1.63 -0.79 0.1379
H -2.01 1.15 0.13 0.1002
H -1.34 3.37 -0.67 0.1060
H 0.74 3.69 -1.91 0.1100
H 2.88 2.84 -2.57 0.0744
H 2.54 1.40 -3.57 0.0824
H 3.38 1.23 -2.04 0.0764
H 1.56 -0.48 -1.56 0.1241
H 2.46 0.78 1.06 -0.1268
H -0.09 -3.78 0.85 0.0267
H -2.28 -3.68 1.44 0.0292

---

Entry 8:
36
Properties=species:S:1:pos:R:3:lowdin_charge:R:1 method="wB97M-V/def2-TZVPD" s2=2.011 multiplicity=3 lumo_ev="-0.693 / -2.664"
Au -0.03 -1.29 -0.51 0.5332
O -4.47 -2.20 0.93 0.1201
C -3.22 -1.99 0.53 -0.4785
O -2.95 -1.58 -0.57 0.0755
C -2.22 -2.32 1.60 -0.1699
C -2.66 -2.74 2.84 0.0149
C -1.72 -3.07 3.81 -0.0172
C -0.38 -2.99 3.50 0.0291
C -0.01 -2.55 2.23 -0.1619
N -0.91 -2.22 1.31 0.0347
C 1.49 -2.45 1.87 -0.6321
O 2.27 -2.78 2.75 0.0489
O 1.75 -2.03 0.70 -0.1319
H -5.07 -1.97 0.20 0.1386
H -3.72 -2.82 3.04 0.1205
H -2.04 -3.40 4.79 0.1168
H 0.41 -3.24 4.19 0.1264
O 1.75 4.44 -1.42 -0.0522
C 1.33 3.48 -2.38 -0.2155
C 1.05 2.13 -1.70 -0.5663
C 2.38 1.59 -1.14 -0.2661
O 3.32 1.33 -2.15 -0.0560
C 0.07 2.42 -0.56 -0.4869
Se -0.26 1.05 0.79 0.8629
C 0.47 1.25 -2.81 -0.5097
Se 0.71 -0.70 -2.70 0.6509
H 2.15 5.19 -1.88 0.0964
H 2.12 3.31 -3.13 0.1287
H 0.42 3.82 -2.90 0.1325
H 2.18 0.69 -0.54 0.0748
H 2.81 2.35 -0.48 0.1350
H 3.12 0.47 -2.54 0.0406
H -0.92 2.64 -0.97 0.0803
H 0.42 3.28 -0.01 0.0574
H 0.98 1.49 -3.75 0.0622
H -0.59 1.44 -2.94 0.0636

---

Entry 9:
41
Properties=species:S:1:pos:R:3:lowdin_charge:R:1 method="wB97M-V/def2-TZVPD" lumo_ev=-5.849 total_charge=+1
W -0.24 -1.05 -0.52 1.0329
O -3.59 0.60 1.41 -0.4142
S -2.64 1.13 0.47 0.9429
N -1.56 0.15 0.04 -0.5573
C 3.00 0.57 -1.17 -0.2223
P 1.22 0.84 -1.39 0.8030
C 1.08 1.42 -3.10 -0.2328
C 0.79 2.27 -0.36 -0.3972
C 0.09 3.34 -0.91 -0.0994
C -0.31 4.40 -0.10 -0.0672
C 0.00 4.40 1.25 -0.0624
C 0.71 3.34 1.80 -0.0610
C 1.10 2.28 1.00 -0.1172
H 3.23 0.34 -0.13 0.0299
H 3.54 1.48 -1.46 0.0685
H 3.33 -0.26 -1.79 0.0628
H 1.61 2.36 -3.21 0.0685
H 0.04 1.54 -3.39 0.0611
H 1.52 0.67 -3.76 0.0464
H -0.16 3.37 -1.96 0.0976
H -0.85 5.23 -0.54 0.1148
H -0.30 5.23 1.87 0.1148
H 0.96 3.34 2.85 0.1151
H 1.65 1.46 1.45 0.0681
C -3.11 -2.78 0.74 -0.3067
S -1.39 -3.19 0.36 0.8739
C -0.65 -3.25 1.97 -0.9572
C 0.40 -2.48 2.29 -1.0217
S 1.15 -1.29 1.20 0.6166
S 1.10 -2.74 3.85 0.9392
C -0.04 -3.97 4.40 -1.4588
S 0.06 -4.72 5.82 0.6600
S -1.19 -4.41 3.15 0.9516
H -3.62 -2.68 -0.21 0.0602
H -3.17 -1.87 1.32 0.0242
H -3.55 -3.62 1.29 0.0506
F 0.69 -2.51 -1.66 -0.1565
B -0.04 -2.32 -3.06 -1.1403
F -1.25 -1.79 -2.42 -0.0194
F 0.62 -1.37 -3.72 0.2119
F -0.22 -3.49 -3.65 0.2772

---

Entry 10:
39
Properties=species:S:1:pos:R:3:lowdin_charge:R:1 method="wB97M-V/def2-TZVPD" s2=6.042 multiplicity=5 lumo_ev="-16.762 / -18.784" total_charge=+4
C 0.28 3.25 0.35 0.0731
N 0.28 2.02 -0.20 -0.0510
N 0.58 2.10 -1.54 0.0727
C 0.78 3.40 -1.83 0.1650
C 0.59 4.15 -0.67 0.2125
B 0.71 0.77 -2.37 -0.3495
N 1.74 -0.08 -1.55 0.0456
N 1.48 -0.37 -0.24 -0.1045
C 2.41 -1.22 0.24 0.0547
C 3.32 -1.44 -0.78 0.1968
C 2.88 -0.70 -1.88 0.1552
Pt -0.07 0.31 0.82 1.5111
N -0.64 -0.01 -2.15 0.0617
N -1.04 -0.27 -0.87 -0.0443
C -2.12 -1.08 -0.90 0.0736
C -2.42 -1.32 -2.23 0.2097
C -1.49 -0.63 -3.00 0.1693
H -2.59 -1.40 0.01 0.1394
H -1.36 -0.53 -4.05 0.1873
H -3.23 -1.93 -2.58 0.1795
H 1.01 0.85 -3.53 0.1588
H 3.30 -0.55 -2.87 0.1922
H 1.03 3.71 -2.84 0.1951
H 4.20 -2.06 -0.74 0.1809
H 0.67 5.22 -0.54 0.1808
H 2.37 -1.56 1.26 0.1522
H 0.06 3.38 1.40 0.1626
H 0.10 -2.95 2.17 -0.0309
C 0.54 -3.37 3.08 -0.0388
H 1.13 -4.27 2.83 0.0470
H 1.17 -2.63 3.58 0.0250
H -0.27 -3.66 3.76 0.0496
F -2.64 1.48 1.12 0.0672
C -1.61 0.99 1.93 -0.4061
F -1.31 1.97 2.87 0.1045
C -2.28 -0.15 2.79 -0.5295
F -3.27 0.45 3.49 0.2190
F -2.86 -1.11 2.03 0.1387
F -1.44 -0.75 3.67 0.1739

---

Entry 11:
37
Properties=species:S:1:pos:R:3:lowdin_charge:R:1 method="wB97M-V/def2-TZVPD" lumo_ev=-1.888
H 0.98 3.61 0.81 0.0959
N 0.59 1.97 -0.46 -0.1217
B -0.01 0.44 -2.49 -0.4830
N 0.42 1.81 -1.82 0.0112
C 0.71 2.98 -2.41 -0.0352
Hg 1.66 0.95 1.13 1.2317
H 0.69 3.06 -3.49 0.1298
C 1.05 3.92 -1.43 -0.0524
H 1.37 4.93 -1.55 0.0967
C 0.88 3.27 -0.21 -0.1794
H 0.12 0.49 -3.68 0.1111
C -1.34 -2.39 3.32 -0.0429
H -1.25 -3.34 3.86 0.0248
H -0.41 -2.16 2.80 -0.0034
H -2.16 -2.43 2.60 0.0125
N -1.46 0.01 -2.14 -0.0636
N 0.93 -0.66 -1.90 -0.0408
N -1.82 -0.19 -0.82 0.0455
N 1.12 -0.79 -0.55 -0.0677
C -2.51 -0.27 -2.96 -0.1037
C 1.68 -1.58 -2.55 -0.0649
H -2.43 -0.17 -4.03 0.1076
H 1.69 -1.61 -3.63 0.1215
C -3.59 -0.63 -2.15 -0.0875
C 2.38 -2.32 -1.59 -0.0721
C -3.10 -0.56 -0.83 -0.1696
C 1.97 -1.82 -0.34 -0.1665
H -4.57 -0.90 -2.48 0.0765
H 3.08 -3.12 -1.77 0.0883
H -3.65 -0.79 0.08 0.0936
H 2.24 -2.13 0.66 0.0934
H -1.54 -1.59 4.01 0.0038
N 1.93 0.00 3.03 -0.0467
C 1.76 0.11 4.20 -0.3602
N 1.58 -0.03 5.44 0.0948
C 0.84 0.69 6.26 -0.3777
N 0.20 1.23 7.08 0.1003

---

Entry 12:
40
Properties=species:S:1:pos:R:3:lowdin_charge:R:1 method="wB97M-V/def2-TZVPD" relative_energy_ev=0.0561 lumo_ev="-16.533 / -16.569" total_charge=+4
V 0.02 0.14 -0.22 1.2332
Br 6.13 0.71 -2.13 1.1689
C 4.39 0.56 -1.66 -0.6022
C 3.75 -0.71 -1.67 -0.0057
C 2.45 -0.81 -1.29 -0.0049
N 1.73 0.32 -0.93 -0.0307
C 2.34 1.56 -0.92 -0.1292
C 3.65 1.70 -1.25 0.0270
C 1.41 2.60 -0.47 -0.1445
C 1.65 3.94 -0.49 0.0212
C 0.64 4.83 -0.05 -0.6192
Br 0.94 6.63 -0.05 1.1104
C -0.58 4.30 0.37 -0.0120
C -0.79 2.95 0.34 -0.0162
N 0.18 2.07 -0.07 -0.0084
H 4.30 -1.60 -1.97 0.1493
H 1.93 -1.76 -1.27 0.1379
H 4.14 2.67 -1.22 0.1434
H 2.60 4.32 -0.83 0.1406
H -1.38 4.94 0.72 0.1472
H -1.72 2.52 0.66 0.1291
N -2.47 -3.65 0.15 0.2385
C -2.13 -2.33 0.82 -0.4473
C -3.08 -2.08 2.00 -0.0175
P -2.28 -0.93 -0.37 0.5300
O -3.55 -1.21 -1.16 0.0286
O -1.98 0.39 0.31 -0.2518
O -0.94 -0.95 -1.27 -0.2462
P -0.31 -2.47 1.28 0.5104
O -0.32 -2.73 2.79 0.0000
O 0.18 -0.88 1.14 -0.2741
O 0.37 -3.29 0.29 -0.1813
H -3.32 -3.60 -0.43 0.1862
H -2.66 -4.37 0.86 0.2018
H -1.70 -4.01 -0.44 0.1742
H -4.12 -2.02 1.67 0.1197
H -2.83 -1.14 2.50 0.1151
H -2.98 -2.88 2.73 0.1173
H -4.07 -0.59 -1.72 0.1864
H 0.40 -3.18 3.27 0.1750

---

Entry 13:
29
Properties=species:S:1:pos:R:3:lowdin_charge:R:1 method="wB97M-V/def2-TZVPD" relative_energy_ev=2.9259 lumo_ev=-6.348 total_charge=+1
C 6.65 4.63 3.03 0.0065
N 8.13 4.82 2.92 -0.0476
C 8.94 3.75 2.76 -0.0196
C 10.27 3.85 2.75 0.0348
C 10.91 5.10 3.12 -0.1007
C 10.03 6.26 3.03 0.0811
C 8.66 6.09 3.06 -0.0063
C 12.31 5.13 3.24 -0.0976
C 13.04 6.41 3.19 0.0824
C 14.36 6.40 2.95 0.0053
N 15.10 5.26 2.91 -0.0872
C 14.53 4.04 3.16 0.0424
C 13.16 3.99 3.21 0.0377
C 16.52 5.39 3.04 0.0027
H 6.13 5.58 2.78 0.0008
H 6.30 4.39 4.03 0.1064
H 6.45 3.77 2.37 0.1004
H 8.36 2.85 2.63 0.1424
H 10.86 2.92 2.70 0.1192
H 10.34 7.28 3.01 0.1155
H 7.95 6.93 3.22 -0.0760
H 12.46 7.28 3.25 0.1068
H 14.90 7.31 2.90 0.1468
H 15.15 3.19 3.32 0.1442
H 12.64 2.96 3.26 0.1492
H 16.77 6.23 2.44 0.0948
H 17.02 4.48 2.66 0.1255
H 16.88 5.61 4.04 0.1227
Br 6.02 8.08 3.52 -0.3324

---

Entry 14:
34
Properties=species:S:1:pos:R:3:lowdin_charge:R:1 method="wB97M-V/def2-TZVPD" relative_energy_ev=0.5591 lumo_ev=-2.477
C -1.04 -3.09 0.20 -0.2881
C -0.97 -1.58 0.25 -0.1690
H -1.83 -3.21 -0.55 0.1026
H -2.27 -4.28 1.40 0.0197
H -0.01 -3.30 0.01 0.0894
H -1.04 -1.03 1.18 0.0335
H -1.74 -1.13 -0.41 0.0479
H -0.03 -1.15 -0.19 0.0356
C 0.76 0.64 -3.04 -0.1008
C 1.75 0.57 -4.02 -0.0214
C 2.90 1.36 -3.88 -0.0198
C 3.02 2.16 -2.76 -0.0022
H -0.18 0.08 -3.13 0.1259
H 1.61 -0.08 -4.90 0.1215
H 3.70 1.36 -4.64 0.1287
H 3.88 2.78 -2.62 0.1031
N 0.93 1.40 -1.94 -0.0181
C 2.04 2.16 -1.77 -0.2172
C 2.14 2.93 -0.52 -0.2057
N 1.11 2.82 0.36 -0.0500
C 1.07 3.49 1.54 -0.0897
C 3.25 4.38 1.05 -0.0251
C 2.17 4.27 1.92 -0.0278
H 0.13 3.37 2.14 0.1292
H 2.11 4.76 2.90 0.1190
C 3.23 3.73 -0.17 0.0089
H 4.06 3.78 -0.87 0.1139
H 4.13 4.95 1.32 0.1200
Cd -0.72 1.86 -0.41 1.0072
I -2.77 3.14 -1.33 -0.2114
O -2.22 -2.45 2.83 -0.1879
N -3.38 -2.86 2.78 -0.3153
O -3.73 -3.74 1.94 -0.2035
O -1.30 -4.21 1.12 -0.1535